# 1
The following is a quantum chemistry calculation of 13 unconnected molecules or ions with the total composition C5H35NO14 in a non-equilibrium geometry, from the OMol25 dataset.

The geometry in XYZ format:
```
55
Properties=species:S:1:pos:R:3:forces:R:3
O 3.1925 -1.4602 1.2788 -0.45 -1.00 -2.01
C 2.1638 -2.0928 0.9083 -0.22 0.95 2.78
N 1.0489 -1.6986 1.5958 0.56 -3.51 -2.98
C -0.3064 -2.1404 1.4678 0.07 -0.64 2.11
C -1.0837 -0.9919 0.8539 -0.40 0.14 -2.52
C -2.5228 -1.0933 1.1783 -1.23 -0.41 0.47
O -1.0182 -1.1485 -0.6321 1.03 1.82 0.28
C 2.1418 -3.3338 0.0601 -2.20 0.44 -3.59
H 1.1934 -0.9256 2.1285 0.60 2.64 2.10
H -0.3108 -3.1746 1.0361 -0.47 1.32 -0.36
H -0.6882 -2.3368 2.5421 0.38 0.51 -1.51
H -0.6512 0.0113 1.1628 -0.23 -1.30 -0.29
H -3.1474 -0.2666 0.8161 0.26 -0.44 -0.32
H -2.9022 -2.0792 0.8264 0.05 0.76 0.12
H -2.6086 -1.0621 2.2505 -0.27 -0.11 0.68
H -0.9563 -0.2448 -1.1433 -0.27 -1.63 1.34
H 2.7146 -3.2750 -0.8731 0.46 0.47 0.70
H 1.1833 -3.8009 -0.4344 0.89 1.79 1.38
H 2.4222 -4.1774 0.5507 1.55 -2.10 2.09
H 0.9558 3.2728 1.8264 -0.05 0.22 0.32
H 1.6612 2.0595 1.3626 0.04 -0.10 1.10
O 1.3288 2.4644 2.2091 0.27 0.18 -1.79
H -1.2488 4.5302 0.3437 -2.15 2.97 0.58
H -1.3154 3.0644 0.1212 -4.03 -4.48 -0.17
O -0.7912 3.7678 0.1967 6.98 2.33 -0.23
H 0.2846 3.3837 -2.9650 -1.14 0.75 0.93
H -0.3607 3.8240 -1.5355 -0.02 -0.19 -1.44
O -0.5433 3.7174 -2.5183 1.39 -0.28 0.23
H -1.8873 1.6024 -2.1704 1.01 -0.08 -0.05
H -0.2283 1.5549 -2.3746 -2.39 -1.33 0.35
O -1.1052 1.0134 -2.1996 1.29 1.02 -0.30
H -3.0589 2.6386 1.3240 0.56 -0.68 -0.63
H -2.1564 1.4612 1.2118 1.65 -2.92 2.64
O -2.5297 2.0969 0.6949 -3.06 3.02 -2.00
H 3.5529 1.0779 -0.7206 1.45 0.33 -0.92
H 3.0541 0.0779 0.3536 -0.16 0.76 -0.39
O 2.8375 0.9276 -0.1415 -1.24 -1.08 1.76
H -1.5891 -1.2903 -4.5293 -0.61 0.30 0.96
H -1.7357 -0.4975 -3.2131 0.89 1.72 0.92
O -2.0927 -1.2174 -3.6863 -0.06 -1.23 -2.84
H 0.9498 -2.0739 -3.1948 0.43 0.07 -0.73
H 0.6138 -2.2840 -1.8376 0.14 0.21 0.82
O 1.4124 -2.0911 -2.3529 -0.86 0.14 -0.47
H -0.6553 2.2910 2.6684 -1.20 -1.83 1.11
H -0.9443 1.2206 3.9232 -0.89 1.37 -3.28
O -1.3339 1.6134 3.0142 1.94 0.26 2.27
H 1.2550 1.3998 3.6900 -0.27 -1.67 0.42
H 1.6894 0.3148 4.7724 -0.99 0.25 -1.09
O 1.0165 0.4892 4.0610 1.34 1.18 0.70
H -2.0702 -2.2667 -1.4702 -1.05 -2.36 -1.50
H -2.5080 -2.7016 -2.8928 -0.08 0.28 -0.46
O -2.4686 -3.0705 -2.0194 0.97 1.13 2.73
H 1.7834 1.1048 -1.6169 0.30 0.28 1.48
H 1.7327 0.3624 -2.8345 -0.13 -0.22 -0.60
O 1.6298 1.2737 -2.5403 -0.36 -0.03 -0.93
```
Forces are in eV/Å.

Calculated values
F_max	0.143	hartree/bohr
total energy	-1319.58700	Eh
highest occupied orbital energy	-0.35078	Ha
relative energy (zero: lowest compared OMol25 entry of this formula, charge and spin)	315.9	kJ/mol
Kohn-Sham gap	9.6	eV
LUMO level	0.04	eV

Charge distribution, Mulliken scheme, values in e: number 1, O, carries -0.845; number 2, C, carries 0.999; number 3, N, carries 0.161; number 4, C, carries -1.163; number 5, C, carries 1.281; number 6, C, carries -1.821; number 7, O, carries -0.112; number 8, C, carries -1.564; number 9, H, carries 0.192; number 10, H, carries 0.348; number 11, H, carries 0.336; number 12, H, carries 0.080; number 13, H, carries 0.402; number 14, H, carries 0.405; number 15, H, carries 0.466; number 16, H, carries 0.132; number 17, H, carries 0.290; number 18, H, carries 0.276; number 19, H, carries 0.467; number 20, H, carries 0.276; number 21, H, carries 0.360; number 22, O, carries -0.693; number 23, H, carries 0.245; number 24, H, carries 0.493; number 25, O, carries -0.641; number 26, H, carries 0.329; number 27, H, carries 0.413; number 28, O, carries -0.722; number 29, H, carries 0.198; number 30, H, carries 0.287; number 31, O, carries -0.587; number 32, H, carries 0.299; number 33, H, carries 0.168; number 34, O, carries -0.636; number 35, H, carries 0.259; number 36, H, carries 0.320; number 37, O, carries -0.684; number 38, H, carries 0.292; number 39, H, carries 0.408; number 40, O, carries -0.682; number 41, H, carries 0.294; number 42, H, carries 0.284; number 43, O, carries -0.641; number 44, H, carries 0.327; number 45, H, carries 0.336; number 46, O, carries -0.723; number 47, H, carries 0.373; number 48, H, carries 0.267; number 49, O, carries -0.645; number 50, H, carries 0.407; number 51, H, carries 0.386; number 52, O, carries -0.755; number 53, H, carries 0.460; number 54, H, carries 0.309; number 55, O, carries -0.711


# 2
The following is a quantum chemistry calculation of 13 unconnected molecules or ions with the total composition C5H36N2O13 in a non-equilibrium geometry, from the OMol25 dataset.

The geometry in XYZ format:
```
56
Properties=species:S:1:pos:R:3:forces:R:3
C 1.1619 1.9028 3.3225 -0.40 1.18 -0.31
N 0.3606 2.6360 2.3362 -0.70 0.13 -1.24
C -2.1128 2.5045 2.9814 0.37 0.01 -0.52
C -0.9926 2.1532 1.9758 0.58 0.47 0.83
C -1.4152 2.8438 0.6677 -0.45 -0.65 -0.36
N -1.6909 2.0181 -0.3729 -0.58 -0.08 -1.30
C -1.2348 0.6906 -0.6250 1.77 -0.37 0.08
O -1.6570 4.0343 0.5612 0.45 -0.02 0.63
H 1.3110 2.5200 4.2079 -0.26 -0.23 0.41
H 0.6618 0.9652 3.5576 0.43 -0.11 0.11
H 2.1668 1.7859 2.9188 0.02 -0.63 -0.01
H 0.3119 3.6448 2.4265 0.30 -0.18 0.31
H -1.8318 2.1076 3.9625 -0.37 0.14 -0.09
H -3.0428 2.0649 2.5922 0.11 -0.01 0.47
H -2.2499 3.5953 2.9850 0.11 -0.33 0.27
H -0.9116 1.0555 1.9307 -0.22 0.48 -0.35
H -2.0760 2.4492 -1.2014 -0.01 0.57 0.30
H -1.9943 -0.0597 -0.7887 -0.37 0.13 0.19
H -0.5952 0.4331 0.2173 -0.22 -0.39 -0.31
H -0.5838 0.6046 -1.5054 -0.05 0.50 -0.07
H 0.1041 -3.5336 -2.6088 0.47 0.06 -0.24
H -0.7999 -2.7240 -1.7483 -0.13 0.41 -0.59
O -0.1432 -2.6117 -2.4781 -0.62 -0.28 0.53
H -1.1537 -1.4702 -3.7938 -0.17 0.37 -0.09
H -1.0079 0.0597 -3.8047 -0.02 -0.15 -0.10
O -1.5530 -0.6558 -4.1591 0.25 -0.19 0.26
H -1.1906 -1.7373 1.9386 -0.45 0.38 0.17
H -0.9193 -1.6810 0.5133 -0.05 0.26 -0.35
O -1.5624 -1.3213 1.1401 0.91 -1.19 1.05
H 3.1949 2.2091 -0.7636 0.09 0.29 0.20
H 1.7376 2.3147 -0.1671 0.25 0.31 -0.19
O 2.2622 2.2610 -0.9892 -0.34 -0.03 0.36
H 1.2334 -1.4685 -2.9764 0.92 -0.30 0.21
H 2.2228 -0.4744 -3.5546 0.20 0.00 0.32
O 2.2130 -1.2975 -3.0318 -1.08 0.39 -0.43
H 2.1571 -1.5348 4.4727 -0.19 0.01 -0.01
H 1.7028 -1.9405 3.0564 -0.30 0.34 0.04
O 1.3894 -1.5311 3.8892 0.34 -0.18 0.10
H 1.7737 1.7167 -2.5830 -0.21 0.34 -0.59
H 1.4074 1.8584 -4.1664 0.21 0.57 0.17
O 1.3897 1.3080 -3.3864 -0.20 -0.85 0.16
H -4.2474 -0.1587 -0.2214 -0.77 -0.31 -0.26
H -3.1865 -0.8228 0.5010 -0.63 -1.16 0.05
O -4.0365 -1.0650 0.0511 0.89 1.60 0.27
H 2.6940 -0.7454 -1.3592 -0.12 0.78 0.57
H 2.6146 0.4615 -0.2887 -0.10 -0.65 -0.69
O 2.8649 -0.4666 -0.4227 0.19 -0.14 0.03
H -3.0565 -2.2093 -1.3509 -0.39 0.05 0.65
H -2.6009 -3.2207 -0.2232 -0.48 0.47 -0.07
O -2.5191 -2.9820 -1.1518 0.99 -0.77 -0.52
H 2.5340 -2.5803 -1.8492 -0.55 -0.88 0.58
H 3.0499 -3.9236 -2.0533 -0.16 -0.48 0.41
O 2.4148 -3.4871 -1.4658 0.85 0.72 -0.79
H 2.0296 -1.4302 0.7208 -0.02 -0.38 -0.01
H 1.8446 -2.9570 0.9044 0.07 0.07 -0.25
O 1.5571 -2.1084 1.2601 -0.18 -0.07 0.00
```
Forces are in eV/Å.

Calculated values
F_max	0.036	hartree/bohr
total energy	-1299.75241	Eh
highest occupied orbital energy	-0.32291	Ha
relative energy (zero: lowest compared OMol25 entry of this formula, charge and spin)	273.0	kJ/mol
Kohn-Sham gap	8.8	eV
LUMO level	0.02	eV

Charge distribution, Mulliken scheme, values in e: number 1, C, carries -0.908; number 2, N, carries -0.200; number 3, C, carries -1.617; number 4, C, carries 0.599; number 5, C, carries -0.079; number 6, N, carries 0.039; number 7, C, carries -0.091; number 8, O, carries -0.697; number 9, H, carries 0.311; number 10, H, carries 0.374; number 11, H, carries 0.241; number 12, H, carries 0.269; number 13, H, carries 0.393; number 14, H, carries 0.352; number 15, H, carries 0.363; number 16, H, carries 0.353; number 17, H, carries 0.271; number 18, H, carries 0.163; number 19, H, carries -0.018; number 20, H, carries -0.009; number 21, H, carries 0.240; number 22, H, carries 0.286; number 23, O, carries -0.597; number 24, H, carries 0.402; number 25, H, carries 0.287; number 26, O, carries -0.667; number 27, H, carries 0.310; number 28, H, carries 0.241; number 29, O, carries -0.571; number 30, H, carries 0.284; number 31, H, carries 0.289; number 32, O, carries -0.731; number 33, H, carries 0.421; number 34, H, carries 0.346; number 35, O, carries -0.805; number 36, H, carries 0.280; number 37, H, carries 0.401; number 38, O, carries -0.598; number 39, H, carries 0.396; number 40, H, carries 0.269; number 41, O, carries -0.587; number 42, H, carries 0.353; number 43, H, carries 0.318; number 44, O, carries -0.667; number 45, H, carries 0.447; number 46, H, carries 0.293; number 47, O, carries -0.749; number 48, H, carries 0.323; number 49, H, carries 0.307; number 50, O, carries -0.668; number 51, H, carries 0.327; number 52, H, carries 0.284; number 53, O, carries -0.603; number 54, H, carries 0.482; number 55, H, carries 0.261; number 56, O, carries -0.712